# 1
Molecular formula: C10H15F5N3OSSnTe
Method: DFT, ωB97M-V/def2-TZVPD

The calculation puts the lowest unoccupied orbital energy at -4.4 eV. The total charge is +1. The orbital gap comes out at 7.15 eV. The calculation puts the relative energy (zero: lowest compared OMol25 entry of this formula, charge and spin) at 1.3559 eV.

Cartesian coordinates (Å):
Sn -0.87726 -0.15542 -0.71439
F -2.62345 -1.50623 -2.12959
Te -2.17759 -3.17010 -1.32980
F -1.00382 -3.44168 -2.72311
F -1.82598 -4.82246 -0.63175
F -3.52008 -2.86653 -0.10698
F -3.46415 -3.89500 -2.40970
O -0.92954 -2.22908 -0.33941
S 1.16698 0.21292 0.85959
C 2.10609 -0.61168 2.05109
N 1.67812 -0.68420 3.30213
C 2.45585 -1.28317 4.39251
C 3.93325 -1.18003 4.06043
C 4.18969 -1.75872 2.68099
N 3.28113 -1.12384 1.71992
H 0.76804 -0.29749 3.49019
H 2.15347 -2.32376 4.52428
H 2.22075 -0.74300 5.30691
H 4.51927 -1.71759 4.80328
H 4.23996 -0.13267 4.08036
H 4.03028 -2.83852 2.67111
H 5.20944 -1.56323 2.35675
H 3.54361 -1.05918 0.75004
N -0.25570 2.52588 -1.19917
C -1.36907 2.69583 -2.06649
C -2.56733 3.20161 -1.57824
C -3.66390 3.30562 -2.42319
C -3.57271 2.89994 -3.74674
C -2.38215 2.36848 -4.22089
C -1.28184 2.25561 -3.38264
H -0.29572 3.13099 -0.38770
H 0.62986 2.69492 -1.66146
H -2.64012 3.52682 -0.54648
H -4.59349 3.70705 -2.04205
H -4.42511 2.99606 -4.40480
H -2.30671 2.03647 -5.24774
H -0.35008 1.84534 -3.75726

Forces on atoms 1 to 3 (eV/Å):
Sn -0.1 -0.3 0.2
F -0.1 0.0 -0.1
Te 0.0 0.4 -0.1

=====

# 2
Molecular formula: C10H15F6PPt
Method: DFT, ωB97M-V/def2-TZVPD

Its spin multiplicity is 2. The calculation puts the lowest unoccupied orbital energy (spin up / spin down) at -16.2 / -16.8 eV. The total charge is +3. The orbital gap (spin up / spin down) comes out at 6.49 / 5.87 eV. The calculation puts the relative energy (zero: lowest compared OMol25 entry of this formula, charge and spin) at 0.1569 eV.

Cartesian coordinates (Å):
Pt -0.02557 -0.27288 -0.59727
C -2.22241 -1.25932 -0.99185
C -1.29408 -1.03345 -2.07673
C -1.11952 0.42822 -2.25186
C -1.93605 1.10150 -1.25951
C -2.60571 0.05765 -0.44184
C -3.51658 0.26241 0.64132
C -2.09453 2.52887 -1.11244
C -0.37574 1.08200 -3.34841
C -0.73094 -2.05819 -2.97585
C -2.69651 -2.53165 -0.48279
H -4.50373 -0.15062 0.32625
H -3.63709 1.29245 0.95645
H -3.26244 -0.38259 1.50035
H -2.80740 2.81674 -1.92202
H -1.18749 3.08892 -1.36344
H -2.52200 2.84930 -0.16567
H 0.10707 0.37328 -4.01686
H 0.37500 1.78499 -2.95508
H -1.06212 1.71079 -3.93517
H -1.38428 -2.13976 -3.86396
H -0.67512 -3.04519 -2.51697
H 0.24586 -1.76865 -3.37511
H -3.78967 -2.56210 -0.67603
H -2.64535 -2.58203 0.61355
H -2.23955 -3.40321 -0.94247
F 0.62795 -0.03321 1.14179
P -0.48206 1.77512 3.06511
F -1.43061 1.63725 1.71354
F 0.76727 1.42405 3.90000
F 0.40679 2.67161 2.13476
F -1.12591 0.40106 3.46199
F -1.27703 2.77915 3.86267

Forces on atoms 1 to 3 (eV/Å):
Pt -0.2 0.2 1.1
C 0.4 0.0 0.5
C -0.4 0.1 -1.3

=====

# 3
Molecular formula: C10H15FeN3O5
Method: DFT, ωB97M-V/def2-TZVPD

Its spin multiplicity is 5. The calculation puts the lowest unoccupied orbital energy (spin up / spin down) at 0.4 / 0.4 eV. The orbital gap (spin up / spin down) comes out at 8.86 / 8.89 eV.

Cartesian coordinates (Å):
Fe -0.11942 0.34902 -0.37454
O 0.14306 -1.31413 1.04718
C 1.50361 -1.29280 1.52190
C 1.85237 0.10886 1.98382
N 1.68256 1.06758 0.89617
C 1.19780 2.36311 1.36494
C -0.29745 2.28192 1.73063
O -0.71490 2.90739 2.68318
O -1.00189 1.52410 0.94464
C 2.79890 1.08022 -0.04987
C 2.58482 0.10223 -1.22043
O 3.53789 -0.49109 -1.68263
O 1.35723 0.02538 -1.63304
H -0.45009 -1.09556 1.77863
H 2.10929 -1.60264 0.67106
H 1.62943 -2.02644 2.31917
H 2.86866 0.13389 2.39748
H 1.17019 0.38492 2.79365
H 1.29111 3.08006 0.54636
H 1.75557 2.75431 2.22123
H 3.75512 0.85621 0.43107
H 2.87740 2.07840 -0.48421
C -1.03524 2.56545 -2.70421
C -1.82145 1.30342 -2.68929
N -1.67389 0.30690 -1.84346
C -2.60789 -0.64873 -2.17999
C -3.33192 -0.21738 -3.24147
N -2.82034 1.02392 -3.55298
H -0.11877 2.43339 -2.13090
H -1.60527 3.38481 -2.26479
H -0.75289 2.83603 -3.72156
H -2.69229 -1.57296 -1.63667
H -4.13732 -0.66537 -3.79369
H -3.12805 1.62486 -4.29709

Forces on atoms 1 to 3 (eV/Å):
Fe 0.1 0.4 -0.1
O -0.1 -0.1 -0.1
C 0.0 0.0 -0.1